(a)
2 unconnected molecules or ions with the total composition H4O2, computed with the ωB97M-V functional and the def2-TZVPD basis.

Each atom is followed by the atoms it is bonded to, with distances in Å.
Geometry (Å):
1 O -1.8920 -0.3788 -0.5029  H2 0.984, H3 0.984
2 H -2.4372 -1.0116 0.0172  O1 0.984
3 H -2.4969 -0.0493 -1.2056  O1 0.984
4 O 2.0065 0.1870 0.6171  H5 0.984, H6 0.984
5 H 2.9815 0.0982 0.5181  O4 0.984
6 H 1.8381 1.1545 0.5560  O4 0.984

SMILES string: O.O
LUMO energy: 1.067 eV

In the Mulliken picture, each atom carries the following charge in e: O -0.644; H 0.321; H 0.323; O -0.640; H 0.319; H 0.321

***

(b)
2 unconnected molecules or ions with the total composition H4O2, computed with the ωB97M-V functional and the def2-TZVPD basis.

Each atom is followed by the atoms it is bonded to, with distances in Å.
Geometry (Å):
1 O -2.0089 -0.2274 -0.0842  H2 0.947, H3 0.965
2 H -1.8472 0.6383 0.2642  O1 0.947
3 H -1.1745 -0.3748 -0.5463  O1 0.965
4 O 1.8896 -0.1891 -0.1592  H5 0.971, H6 0.971
5 H 1.7220 -0.5052 0.7434  O4 0.971
6 H 1.4190 0.6583 -0.2179  O4 0.971

SMILES string: O.O
LUMO energy: 0.472 eV

In the Mulliken picture, each atom carries the following charge in e: O -0.630; H 0.307; H 0.328; O -0.645; H 0.333; H 0.307

***

Most favorable first, least favorable last: (b), (a)

***

(a)
2 unconnected molecules or ions with the total composition H4O2, computed with the ωB97M-V functional and the def2-TZVPD basis.

Each atom is followed by the atoms it is bonded to, with distances in Å.
Geometry (Å):
1 O -1.1414 -0.0732 0.0905  H2 1.010, H3 1.017
2 H -1.4793 -0.9652 -0.2412  O1 1.010
3 H -1.8697 0.5779 -0.1932  O1 1.017
4 O 1.7316 -0.1960 0.0063  H5 0.942, H6 0.989
5 H 1.8935 0.7223 -0.1269  O4 0.942
6 H 0.8653 -0.0658 0.4645  O4 0.989

SMILES string: O.O
LUMO energy: 0.614 eV

In the Mulliken picture, each atom carries the following charge in e: O -0.649; H 0.326; H 0.324; O -0.631; H 0.298; H 0.332

***

(b)
2 unconnected molecules or ions with the total composition H4O2, computed with the ωB97M-V functional and the def2-TZVPD basis.

Each atom is followed by the atoms it is bonded to, with distances in Å.
Geometry (Å):
1 O -30.0286 -1.2839 12.1778  H2 0.957, H3 0.957
2 H -30.6970 -1.7218 12.7048  O1 0.957
3 H -30.2129 -1.5590 11.2797  O1 0.957
4 O -27.2937 -1.4513 11.9034  H5 0.957, H6 0.957
5 H -27.8303 -0.8775 12.4503  O4 0.957
6 H -27.3933 -1.1010 11.0182  O4 0.957

SMILES string: O.O
LUMO energy: 0.790 eV

In the Mulliken picture, each atom carries the following charge in e: O -0.601; H 0.302; H 0.309; O -0.635; H 0.327; H 0.298

***

(c)
2 unconnected molecules or ions with the total composition H4O2, computed with the ωB97M-V functional and the def2-TZVPD basis.

Each atom is followed by the atoms it is bonded to, with distances in Å.
Geometry (Å):
1 O 1.4682 -0.0627 -0.0759  H2 0.967, H3 0.971
2 H 1.7856 0.5869 0.5669  O1 0.967
3 H 0.5061 -0.1965 -0.0717  O1 0.971
4 O -1.2864 0.0280 0.0163  H5 0.989, H6 0.986
5 H -1.7813 -0.7945 0.2548  O4 0.989
6 H -1.9654 0.6812 -0.2731  O4 0.986

SMILES string: O.O
LUMO energy: 0.554 eV

In the Mulliken picture, each atom carries the following charge in e: O -0.661; H 0.302; H 0.399; O -0.685; H 0.324; H 0.320

***

Most favorable first, least favorable last: (c), (b), (a)

***

(a)
2 unconnected molecules or ions with the total composition H4O2, computed with the ωB97M-V functional and the def2-TZVPD basis.

Each atom is followed by the atoms it is bonded to, with distances in Å.
Geometry (Å):
1 O 0.6283 -1.2775 -0.0723  H2 0.988, H3 0.951
2 H 1.2054 -1.1447 0.7183  O1 0.988
3 H -0.1918 -1.2442 0.4079  O1 0.951
4 O -0.6814 1.1657 -0.0274  H5 0.979, H6 0.954
5 H -0.6712 2.0982 0.2704  O4 0.979
6 H 0.0821 1.1852 -0.5986  O4 0.954

SMILES string: O.O
LUMO energy: 0.904 eV

In the Mulliken picture, each atom carries the following charge in e: O -0.654; H 0.321; H 0.318; O -0.614; H 0.307; H 0.322

***

(b)
2 unconnected molecules or ions with the total composition H4O2, computed with the ωB97M-V functional and the def2-TZVPD basis.

Each atom is followed by the atoms it is bonded to, with distances in Å.
Geometry (Å):
1 O 1.2596 1.0166 0.8206  H2 0.957, H3 0.917
2 H 1.4828 0.1569 1.1756  O1 0.957
3 H 0.5185 0.8893 0.2964  O1 0.917
4 O -0.8567 -0.3870 -0.7502  H5 0.964, H6 0.975
5 H -1.5142 -0.5563 -1.4346  O4 0.964
6 H -0.8900 -1.1195 -0.1078  O4 0.975

SMILES string: O.O
LUMO energy: 0.582 eV

In the Mulliken picture, each atom carries the following charge in e: O -0.625; H 0.289; H 0.355; O -0.644; H 0.312; H 0.312

***

Most favorable first, least favorable last: (b), (a)